# 1
ORCA calculation (ωB97M-V with the def2-TZVPD basis set) on one molecule with the formula C5H7N in a non-equilibrium geometry.

Computed properties:
LUMO	0.0249	Eh
gap between HOMO and LUMO	0.374	Eh
HOMO energy	-9.5	eV
2S+1	1

Element x y z (Å)
C1 -0.997 1.513 -0.419
C2 -1.059 0.005 -0.669
C3 -0.206 -0.874 -0.289
C4 1.089 -0.536 0.234
N1 1.951 0.226 0.667
C5 2.161 -1.312 0.855
H1 -0.113 1.933 -0.868
H2 -0.926 1.832 0.619
H3 -1.904 1.961 -0.717
H4 -1.922 -0.428 -1.075
H5 -0.387 -1.878 -0.614
H6 2.070 -1.486 1.842
H7 3.070 -1.748 0.379

These are the natural (NBO) partial charges, in e, on atoms 1 to 6: number 1, C, carries -0.67; number 2, C, carries -0.06; number 3, C, carries -0.29; number 4, C, carries 0.21; number 5, N, carries -0.30; number 6, C, carries -0.35



# 2
ORCA calculation (ωB97M-V with the def2-TZVPD basis set) on C29H35IrN5OPS as an isolated structure in a non-equilibrium geometry.

Computed properties:
LUMO (spin up / spin down)	-0.1961 / -0.2830	Eh
expectation value of S²	6.05
gap between HOMO and LUMO (spin up / spin down)	0.162 / 0.216	Eh
HOMO energy (spin up / spin down)	-9.7 / -13.6	eV
net charge	+2
2S+1	5

Element x y z (Å)
Ir1 -0.735 0.890 -0.632
C1 1.432 3.026 -0.830
C2 1.658 2.073 -2.016
N1 0.476 1.169 -2.279
C3 -0.348 1.554 -3.443
C4 -1.265 2.785 -3.177
N2 -1.615 3.036 -1.761
C5 -1.081 4.238 -1.104
C6 -0.697 3.825 0.316
N3 0.320 2.686 0.112
H1 2.342 3.040 -0.223
H2 1.231 4.043 -1.173
H3 1.892 2.753 -2.893
H4 2.562 1.468 -1.761
H5 0.803 0.204 -2.468
H6 0.327 1.837 -4.296
H7 -0.962 0.686 -3.742
H8 -0.803 3.716 -3.582
H9 -2.239 2.638 -3.767
H10 -2.642 3.021 -1.596
H11 -0.256 4.651 -1.688
H12 -1.830 4.994 -1.032
H13 -0.304 4.596 0.986
H14 -1.568 3.388 0.856
H15 0.739 2.380 1.025
O1 -1.877 1.086 1.012
N4 -3.116 0.411 1.011
C7 -4.041 0.807 1.964
C8 -5.339 0.290 2.001
C9 -5.591 -0.705 1.019
C10 -4.715 -1.075 0.064
C11 -3.423 -0.460 0.025
S1 -2.284 -0.570 -1.270
H16 -3.592 1.505 2.677
H17 -6.079 0.536 2.798
H18 -6.550 -1.297 1.022
H19 -4.929 -1.768 -0.743
N5 0.752 1.184 2.864
C12 1.343 -0.106 3.000
C13 1.975 -0.472 4.169
C14 2.628 -1.668 4.321
C15 2.697 -2.595 3.251
C16 1.975 -2.323 2.104
C17 1.402 -1.018 1.880
P1 0.748 -0.929 0.128
C18 -0.249 -2.459 0.065
C19 -1.062 -2.705 1.171
C20 -1.864 -3.852 1.188
C21 -1.690 -4.854 0.256
C22 -0.884 -4.619 -0.872
C23 -0.221 -3.396 -0.989
C24 2.310 -1.071 -0.744
C25 2.645 -1.992 -1.746
C26 3.815 -1.895 -2.499
C27 4.842 -1.024 -2.016
C28 4.611 -0.258 -0.890
C29 3.351 -0.189 -0.299
H20 -0.208 1.184 2.574
H21 0.930 1.775 3.664
H22 1.986 0.264 4.960
H23 3.061 -2.006 5.263
H24 3.186 -3.568 3.328
H25 1.884 -3.129 1.363
H26 -0.986 -1.994 2.025
H27 -2.561 -3.939 1.988
H28 -2.178 -5.796 0.476
H29 -0.726 -5.345 -1.685
H30 0.229 -3.190 -1.948
H31 1.987 -2.900 -1.866
H32 4.006 -2.487 -3.415
H33 5.825 -0.918 -2.486
H34 5.402 0.297 -0.477
H35 3.138 0.537 0.480

These are the Löwdin partial charges, in e, on atoms 1 to 6: number 1, Ir, carries 1.00; number 2, C, carries -0.17; number 3, C, carries -0.12; number 4, N, carries -0.24; number 5, C, carries -0.19; number 6, C, carries -0.16



# 3
ORCA calculation (ωB97M-V with the def2-TZVPD basis set) on C3H5GaO4 as an isolated structure in a non-equilibrium geometry.

Computed properties:
LUMO	-0.4984	Eh
gap between HOMO and LUMO	0.241	Eh
HOMO energy	-20.1	eV
net charge	+2
2S+1	1

Element x y z (Å)
O1 0.031 -0.892 0.483
C1 0.603 0.291 0.439
C2 -1.385 -0.768 0.250
O2 1.727 0.473 0.936
O3 -0.259 1.274 0.303
C3 -1.595 0.748 0.181
Ga1 3.095 -0.164 0.250
H1 -1.901 -1.240 1.091
H2 -1.631 -1.285 -0.683
H3 -2.196 1.141 1.006
H4 -2.001 1.087 -0.778
O4 2.865 -0.614 -1.367
H5 2.646 -0.051 -2.111

These are the Löwdin partial charges, in e, on atoms 1 to 6: number 1, O, carries 0.15; number 2, C, carries -0.45; number 3, C, carries -0.01; number 4, O, carries 0.17; number 5, O, carries 0.18; number 6, C, carries -0.01



# 4
ORCA calculation (ωB97M-V with the def2-TZVPD basis set) on one molecule with the formula C9H8IN in a non-equilibrium geometry.

Computed properties:
LUMO (spin up / spin down)	0.0187 / -0.1472	Eh
expectation value of S²	2.01
gap between HOMO and LUMO (spin up / spin down)	0.245 / 0.200	Eh
HOMO energy (spin up / spin down)	-6.2 / -9.4	eV
2S+1	3

Element x y z (Å)
C1 1.727 -1.770 0.489
C2 -2.113 1.540 0.939
C3 -1.346 0.910 1.922
C4 -1.818 1.341 -0.440
C5 -0.258 0.110 1.531
C6 -0.622 0.694 -0.804
C7 0.135 0.058 0.191
C8 1.158 -1.231 -1.707
C9 1.397 -0.615 -0.320
N1 1.846 -2.749 1.053
I1 3.141 0.724 -0.300
H1 -2.889 2.046 1.341
H2 -1.476 0.877 3.021
H3 -2.414 1.853 -1.103
H4 0.400 -0.387 2.182
H5 -0.367 0.631 -1.782
H6 1.200 -0.504 -2.409
H7 0.275 -1.712 -1.767
H8 2.023 -1.817 -2.037

These are the natural (NBO) partial charges, in e, on atoms 1 to 6: number 1, C, carries 0.25; number 2, C, carries -0.21; number 3, C, carries -0.19; number 4, C, carries -0.19; number 5, C, carries -0.21; number 6, C, carries -0.22



# 5
ORCA calculation (ωB97M-V with the def2-TZVPD basis set) on C5H6O2 as an isolated structure.

Computed properties:
LUMO	0.0292	Eh
gap between HOMO and LUMO	0.361	Eh
HOMO energy	-9.0	eV
2S+1	1

Element x y z (Å)
O1 2.060 -1.576 1.878
C1 0.058 -0.246 0.123
C2 0.133 1.287 -0.221
O2 0.219 1.146 -1.628
C3 -0.277 -0.162 -1.413
C4 -1.509 -0.107 -0.627
C5 -1.211 0.938 0.239
H1 2.726 -1.506 1.189
H2 1.250 -1.264 1.434
H3 0.765 2.023 0.262
H4 -0.065 -0.914 -2.166
H5 -2.276 -0.861 -0.508
H6 -1.698 1.181 1.174

These are the natural (NBO) partial charges, in e, on atoms 1 to 6: number 1, O, carries -0.97; number 2, C, carries -0.25; number 3, C, carries 0.04; number 4, O, carries -0.48; number 5, C, carries 0.04; number 6, C, carries -0.15



# 6
ORCA calculation (ωB97M-V with the def2-TZVPD basis set) on a 2-piece molecular cluster, ClH2NOS overall.

Computed properties:
LUMO (spin up / spin down)	-0.0476 / -0.0398	Eh
gap between HOMO and LUMO (spin up / spin down)	0.369 / 0.295	Eh
HOMO energy (spin up / spin down)	-11.3 / -9.1	eV
2S+1	1

Element x y z (Å)
N1 -1.700 -0.199 -0.271
O1 2.121 -1.196 1.006
S1 1.640 -0.585 -0.235
Cl1 2.069 1.419 -0.226
H1 -2.273 0.344 -0.904
H2 -1.858 0.217 0.630

Let us look at the natural (NBO) charges, expressed in e, one per atom: number 1, N, carries -0.59; number 2, O, carries -0.77; number 3, S, carries 1.01; number 4, Cl, carries -0.24; number 5, H, carries 0.29; number 6, H, carries 0.29



In Ha, the calculated total energy values for the records above are, in order, -249.3558; -2318.2305; -2342.2621; -700.0125; -344.4129; -989.4651.
In kcal/mol, the ΔE to the lowest compared entry with this formula, charge and spin values for the records above are, in order, 73.7; 7.1; 14.1; 1.7; 118.6; 51.7.